A | 6
Properties=species:S:1:pos:R:3:mulliken_charge:R:1 method="wB97M-V/def2-TZVPD" charge=0 smiles="C=C" gap_ev=11.82 lumo_ev=1.440
C 0.2056 0.3576 -0.4932 -0.41
C -0.2292 -0.3982 0.4663 -0.44
H -0.4259 1.1787 -0.9067 0.20
H 1.2346 0.3455 -0.9075 0.21
H -1.1738 -0.2603 1.0773 0.22
H 0.5068 -1.0201 0.8980 0.23

B | 6
Properties=species:S:1:pos:R:3:mulliken_charge:R:1 method="wB97M-V/def2-TZVPD" charge=0 smiles="C=C" gap_ev=11.85 lumo_ev=1.461
C -0.6054 0.0094 -0.0244 -0.48
C 0.6605 -0.0237 -0.0638 -0.50
H -1.2469 -0.8359 0.0748 0.21
H -1.1383 0.9145 -0.0934 0.24
H 1.0504 -0.9062 -0.0299 0.31
H 1.2796 0.8419 0.1367 0.22

A has the most favorable energy; the next structure is 0.0133 hartree above.

A | 10
Properties=species:S:1:pos:R:3:mulliken_charge:R:1 method="wB97M-V/def2-TZVPD" charge=0 gap_ev=11.97 lumo_ev=0.852
C 0.7859 -0.7574 0.6692 -0.79
C -0.5099 -0.1711 0.2528 0.76
F -1.3109 -0.9979 -0.3196 -0.22
N -1.0073 0.9294 0.5409 -0.38
F -0.1678 1.7427 1.3393 -0.18
H 0.8204 -1.4396 1.5999 0.28
H 1.0027 -1.2307 -0.3039 0.26
H 1.4384 0.0671 0.9313 0.29
F -0.0664 0.8994 -2.3262 -0.40
H -0.9850 0.9579 -2.3837 0.39

B | 10
Properties=species:S:1:pos:R:3:mulliken_charge:R:1 method="wB97M-V/def2-TZVPD" charge=0 gap_ev=9.63 lumo_ev=0.902
C 0.6159 -0.1419 -2.1335 -0.17
C -1.0495 -0.4113 1.4306 0.08
N 0.7938 0.6575 -1.1345 -0.16
F 1.7300 -0.6167 -2.6371 -0.14
F 0.3401 -0.2655 1.5192 -0.23
F -1.5382 0.8461 1.2560 -0.22
H -1.3639 -0.8612 2.4932 0.17
H -1.3392 -1.0637 0.6080 0.20
H 1.7244 0.6297 -0.8462 0.19
H 0.0867 1.2270 -0.5558 0.27

B has the most favorable energy; the next structure is 0.0050 hartree above.

A | 11
Properties=species:S:1:pos:R:3:mulliken_charge:R:1 method="wB97M-V/def2-TZVPD" charge=0 smiles="C#C/C(=N/S)NS" gap_ev=8.73 lumo_ev=-0.073
C 0.8416 -2.8616 -0.3830 -0.21
C 0.4766 -1.6667 -0.1148 -0.27
C 0.3382 -0.2771 0.1195 0.64
N 1.3448 0.4475 0.5822 -0.43
S 1.5069 2.1914 0.9097 -0.05
N -1.0372 0.2001 -0.1923 -0.38
S -1.2104 1.5498 -1.2702 -0.09
H 1.0600 -3.9442 -0.2358 0.35
H 0.0875 2.3233 1.0374 0.10
H -1.6992 -0.3935 0.0175 0.24
H -1.7088 2.4309 -0.4702 0.11

B | 11
Properties=species:S:1:pos:R:3:mulliken_charge:R:1 method="wB97M-V/def2-TZVPD" charge=0 smiles="S=C1CSN=CN1" gap_ev=8.36 lumo_ev=-0.269
S -1.9341 -1.7354 -0.6254 -0.31
C -0.7847 -0.6172 -0.2601 0.22
C -0.8345 0.8109 -0.7241 -0.64
S 0.8020 1.4215 -1.1923 0.00
N 1.7242 0.9477 0.1576 -0.42
C 1.3458 -0.0675 0.8115 0.03
N 0.2452 -0.8840 0.5825 -0.16
H -1.2402 1.4006 0.1037 0.29
H -1.5143 0.9058 -1.5650 0.37
H 1.9726 -0.3842 1.6720 0.35
H 0.2182 -1.7982 1.0396 0.27

C | 11
Properties=species:S:1:pos:R:3:mulliken_charge:R:1 method="wB97M-V/def2-TZVPD" charge=0 gap_ev=7.75 lumo_ev=-0.607
C 0.2980 0.1142 0.2365 0.47
C 1.6178 0.4275 0.0486 -0.13
C 2.8886 0.5367 0.3284 -0.28
H -2.9271 -0.2992 -2.1696 0.13
H -0.3512 1.0943 -1.2902 0.29
H -2.2666 -0.4626 1.0357 0.13
H 4.0531 0.4750 0.7458 0.32
N -0.6650 0.3659 -0.7770 -0.35
N 0.0982 -0.3904 1.4669 -0.34
S -1.3113 -0.9492 -1.5627 -0.14
S -1.4344 -0.9123 1.9376 -0.09

D | 11
Properties=species:S:1:pos:R:3:mulliken_charge:R:1 method="wB97M-V/def2-TZVPD" charge=0 gap_ev=7.08 lumo_ev=-1.703
C -2.0414 -0.9714 -0.0609 -0.25
C 0.6601 1.0014 -0.1098 0.23
C 2.0384 0.7607 0.1731 -0.06
H -1.7117 -2.0748 -0.0570 0.18
H -3.2023 -1.0660 0.3274 0.20
H 0.1182 -1.1574 -0.5411 0.40
H 2.8523 1.6212 0.8799 0.27
N -1.3692 0.0620 -0.0314 -0.74
N -0.1190 -0.0802 -0.2119 0.28
S 0.2529 2.6389 -0.1864 -0.22
S 2.5217 -0.7342 -0.1818 -0.28

B has the most favorable energy; the next structure is 0.1609 hartree above.

A | 11
Properties=species:S:1:pos:R:3:mulliken_charge:R:1 method="wB97M-V/def2-TZVPD" charge=0 smiles="[H]/N=C(/N)C(=S)C=S" gap_ev=7.24 lumo_ev=-2.239
H -1.9342 0.2289 1.3590 0.23
N -1.5031 1.0709 0.9267 -0.67
C -0.6355 0.6246 0.1162 0.69
N 0.1128 1.4968 -0.6551 -0.51
C -0.3131 -0.8098 -0.0821 0.24
S -1.4339 -1.9685 0.0471 -0.18
C 1.0661 -1.3036 -0.2310 -0.46
S 2.3988 -0.7207 0.4796 -0.15
H 1.0463 1.1787 -0.9321 0.23
H 0.1089 2.4831 -0.2805 0.28
H 1.0868 -2.2803 -0.7478 0.31

B | 11
Properties=species:S:1:pos:R:3:mulliken_charge:R:1 method="wB97M-V/def2-TZVPD" charge=0 gap_ev=8.10 lumo_ev=-0.265
C 2.4705 -0.6944 0.1008 -0.95
C 0.9863 -0.4214 0.1393 0.64
C -1.5774 0.6194 0.1623 0.02
H 2.8663 0.1050 -0.5248 0.30
H 2.8152 -1.8133 -0.3977 0.26
H 3.1509 -0.8073 1.1232 0.25
H -2.4693 0.9696 0.7377 0.33
N 0.1945 -1.5198 0.0827 -0.44
N -0.8182 1.6333 0.1965 -0.36
S -1.5575 -1.0146 -0.1368 -0.05
S 0.7279 1.2478 -0.1950 -0.01

A has the most favorable energy; the next structure is 0.0649 hartree above.